Entry 1:
Molecular formula: C10H13Br
Method: DFT, the ωB97M-V functional and the def2-TZVPD basis

```
24
C10H13Br, DFT the ωB97M-V functional and the def2-TZVPD basis
C 0.413 1.268 1.728
C 1.868 0.281 -1.476
C 1.052 0.080 1.671
C 0.689 0.832 -1.507
C -0.553 1.572 0.563
C 1.949 -0.874 -0.573
C -0.254 0.402 -0.406
C 0.696 -0.637 0.356
C -1.502 -0.059 -1.140
C -0.037 -1.940 0.809
Br 1.690 -2.331 -1.871
H 0.636 2.112 2.394
H 2.816 0.472 -2.017
H 1.458 -0.530 2.480
H 0.353 1.573 -2.259
H -1.596 1.548 0.909
H -0.404 2.538 -0.001
H 2.812 -1.068 0.051
H -2.373 -0.133 -0.308
H -1.378 -1.113 -1.563
H -1.841 0.729 -1.847
H 0.016 -2.655 -0.063
H -1.020 -1.847 1.128
H 0.542 -2.431 1.637
```

Results
spin multiplicity: 1
maximum force: 3.830 eV/A
calculated total energy: -80621.4348 eV
ΔE to the lowest compared entry with this formula, charge and spin: 0.0 kcal per mole
LUMO energy: 0.80 eV

Atomic partial charges in e from the Mulliken method, atoms 1 to 8: C -0.51; C -0.96; C -0.81; C -0.65; C -0.68; C -0.17; C 1.41; C 0.66

=====

Entry 2:
Molecular formula: C25H18AsBr4ClO9V
Method: DFT, the ωB97M-V functional and the def2-TZVPD basis

```
59
C25H18AsBr4ClO9V, DFT the ωB97M-V functional and the def2-TZVPD basis
V -0.902 1.190 0.359
Cl 6.016 3.928 0.113
C 4.471 3.037 0.125
C 4.513 1.662 0.228
C 3.268 0.973 0.245
C 2.090 1.668 0.159
O 0.918 1.051 0.209
C 2.050 3.094 0.012
C 0.826 3.768 -0.147
O -0.348 3.256 -0.307
C 3.302 3.767 0.020
H 5.452 1.134 0.306
H 3.233 -0.104 0.344
H 0.890 4.866 -0.159
H 3.334 4.845 -0.075
Br -5.908 4.553 3.760
C -4.320 3.586 3.372
C -3.439 3.222 4.368
Br -3.807 3.655 6.182
C -2.261 2.526 4.053
Br -0.990 2.034 5.363
C -1.947 2.174 2.742
O -0.854 1.590 2.372
C -2.899 2.508 1.718
O -2.611 2.126 0.490
C -4.031 3.230 2.042
Br -5.175 3.681 0.598
C -0.009 1.242 -3.376
As -1.427 0.964 -2.085
C -2.648 2.376 -2.603
C -2.361 -0.538 -2.898
H -0.401 1.198 -4.394
H 0.761 0.486 -3.232
H 0.425 2.222 -3.177
H -2.784 2.386 -3.687
H -2.228 3.316 -2.247
H -3.596 2.220 -2.090
H -2.666 -0.278 -3.914
H -3.244 -0.761 -2.299
H -1.710 -1.409 -2.912
O -1.190 -2.223 0.572
C -0.245 -2.439 -0.307
O 0.060 -1.774 -1.281
C 0.505 -3.778 -0.063
C 0.104 -4.661 0.923
C 0.789 -5.872 1.126
C 1.862 -6.113 0.306
O 2.700 -7.213 0.308
C 3.679 -6.954 -0.701
O 3.357 -5.728 -1.344
C 2.257 -5.224 -0.679
C 1.599 -4.042 -0.897
H -0.744 -4.400 1.540
H 0.491 -6.574 1.893
H 3.654 -7.765 -1.433
H 4.663 -6.870 -0.229
H 1.890 -3.329 -1.655
O -2.701 -0.775 1.482
C -1.711 -0.712 0.859
```

Results
spin multiplicity: 4
maximum force: 1.986 eV/A
charge: -2
calculated total energy: -423866.3670 eV
<S²>: 3.7903
LUMO energy (alpha / beta): 3.63 / 3.63 eV

Atomic partial charges in e from the Mulliken method, atoms 1 to 8: V 0.59; Cl -0.31; C 0.44; C -0.84; C -0.56; C -0.31; O -0.65; C 1.56

=====

Entry 3:
Molecular formula: C12H41BrN3O7
Method: DFT, the ωB97M-V functional and the def2-TZVPD basis

```
64
C12H41BrN3O7, DFT the ωB97M-V functional and the def2-TZVPD basis
Br -1.372 -0.422 1.768
O 0.773 -2.938 2.699
H 0.172 -2.192 2.509
H 1.042 -2.801 3.613
O -3.181 2.774 1.772
H -2.719 3.304 2.430
H -2.542 2.076 1.541
O -0.084 0.664 4.683
H 0.487 1.316 4.241
H -0.515 0.183 3.947
O -4.658 0.236 1.142
H -5.102 -0.606 0.991
H -3.752 -0.024 1.406
C 3.846 1.145 0.370
C 3.243 1.349 1.758
C 2.163 2.440 1.841
O 1.431 2.425 3.053
C 2.168 3.010 4.110
N 2.613 0.041 2.071
H 3.125 0.664 -0.292
H 4.607 0.375 0.488
H 4.194 2.080 -0.074
H 3.941 1.563 2.571
H 1.417 2.304 1.050
H 2.556 3.445 1.623
H 2.624 3.966 3.820
H 3.027 2.388 4.387
H 1.522 3.195 4.963
H 1.735 -0.018 1.557
H 2.361 0.013 3.054
C -1.164 2.441 -3.379
C -0.877 1.336 -2.359
C 0.590 0.895 -2.291
O 0.947 0.230 -3.482
C 2.105 -0.549 -3.396
N -1.378 1.798 -1.024
H -2.233 2.541 -3.529
H -0.711 2.168 -4.341
H -0.606 3.331 -3.079
H -1.452 0.444 -2.611
H 0.635 0.158 -1.474
H 1.280 1.711 -2.032
H 2.330 -0.963 -4.383
H 1.953 -1.376 -2.696
H 2.999 0.057 -3.192
H -0.628 2.449 -0.778
H -1.241 0.949 -0.460
C -3.408 -1.535 -1.723
C -2.729 -2.840 -1.398
C -1.241 -2.779 -1.756
O -0.668 -4.047 -1.402
C 0.662 -4.135 -1.823
N -2.940 -3.145 0.023
H -3.259 -1.255 -2.775
H -2.995 -0.735 -1.106
H -4.492 -1.511 -1.617
H -3.153 -3.671 -1.973
H -0.710 -2.038 -1.143
H -1.076 -2.562 -2.816
H 0.924 -3.759 -2.819
H 0.932 -5.195 -1.888
H 1.352 -3.700 -1.092
H -2.608 -4.095 0.179
H -2.265 -2.574 0.545
```

Results
spin multiplicity: 1
maximum force: 2.085 eV/A
charge: -1
calculated total energy: -101956.4129 eV
ΔE to the lowest compared entry with this formula, charge and spin: 3.7 kcal per mole
LUMO energy: 2.68 eV

Atomic partial charges in e from the Mulliken method, atoms 1 to 8: Br -0.72; O -0.65; H 0.23; H 0.29; O -0.61; H 0.27; H 0.33; O -0.73

=====

Entry 4:
Molecular formula: C6H24N12NiO6
Method: DFT, the ωB97M-V functional and the def2-TZVPD basis

```
49
C6H24N12NiO6, DFT the ωB97M-V functional and the def2-TZVPD basis
Ni 0.086 0.071 0.123
C -0.996 -1.507 -2.449
O -0.327 -0.844 -1.684
N -2.257 -1.285 -2.720
N -0.488 -2.472 -3.126
H -2.749 -1.616 -3.538
H -2.653 -0.405 -2.423
H 0.492 -2.686 -3.243
H -1.183 -2.957 -3.676
C -0.199 0.372 3.253
O -0.086 0.352 2.036
N 0.718 0.179 4.128
N -1.284 0.866 3.830
H 1.606 -0.172 3.797
H 0.478 0.279 5.103
H -1.954 1.221 3.163
H -1.326 0.812 4.838
C 0.320 2.944 -1.252
O 0.185 1.834 -0.838
N -0.105 3.331 -2.455
N 1.194 3.817 -0.794
H -0.558 2.696 -3.096
H -0.162 4.338 -2.514
H 1.157 4.826 -0.830
H 1.924 3.500 -0.171
C 3.347 -0.070 -0.397
O 2.235 0.092 0.140
N 4.098 -1.143 -0.178
N 3.941 0.745 -1.191
H 3.765 -1.863 0.447
H 4.964 -1.245 -0.687
H 4.766 0.484 -1.713
H 3.568 1.652 -1.433
C 0.480 -2.955 0.962
O 0.086 -1.846 0.714
N 1.468 -3.220 1.792
N 0.001 -4.018 0.321
H 1.804 -2.501 2.416
H 1.952 -4.100 1.898
H 0.594 -4.832 0.396
H -0.828 -4.008 -0.256
C -3.084 1.126 0.037
O -2.036 0.496 0.029
N -3.135 2.435 0.216
N -4.242 0.565 0.094
H -4.006 2.853 -0.080
H -2.334 3.047 0.280
H -5.024 1.183 0.262
H -4.208 -0.371 0.470
```

Results
spin multiplicity: 3
maximum force: 4.968 eV/A
charge: +2
calculated total energy: -77813.4671 eV
<S²>: 2.0026
ΔE to the lowest compared entry with this formula, charge and spin: 70.1 kcal per mole
LUMO energy (alpha / beta): -4.37 / -4.37 eV

Atomic partial charges in e from the Mulliken method, atoms 1 to 8: Ni 2.90; C 0.47; O -0.68; N -0.40; N -0.36; H 0.24; H 0.16; H 0.25

=====

- Among the records above, which one has the highest spin multiplicity?
  C25H18AsBr4ClO9V

=====

- spin multiplicity of number 1 (C10H13Br)?
  1